Entry 1:
Here is a cluster of 2 separate species, C3H2N2O3 in total in a non-equilibrium geometry from the Open Molecules 2025 dataset. Energies are from the ωB97M-V functional and the def2-TZVPD basis.

The geometry in XYZ format:
```
10
Properties=species:S:1:pos:R:3
C 1.964 1.197 0.332
C 1.922 0.191 -0.572
C -0.037 -0.560 0.359
N 1.799 2.073 1.065
N -2.293 -0.180 -0.099
O 2.326 -0.443 -1.483
O 0.094 -1.039 1.461
O -0.805 -0.128 -0.511
H -2.369 -0.962 0.436
H -2.602 -0.150 -0.989
```

Calculated values
Total charge: 0
2S+1: 1
Calculated total energy, a.u.: -450.537073
Gap between HOMO and LUMO (spin up / spin down), eV: 7.32 / 7.32
HOMO level (spin up / spin down), eV: -8.3 / -8.3

Taken from the Löwdin analysis, the atomic charges in e are: number 1, C, carries -0.201; number 2, C, carries -0.193; number 3, C, carries -0.398; number 4, N, carries 0.213; number 5, N, carries 0.194; number 6, O, carries 0.151; number 7, O, carries 0.118; number 8, O, carries 0.034; number 9, H, carries 0.040; number 10, H, carries 0.041



Entry 2:
Here is an isolated molecule of C3H2N2O3 in a non-equilibrium geometry from the Open Molecules 2025 dataset. Energies are from the ωB97M-V functional and the def2-TZVPD basis.

The geometry in XYZ format:
```
10
Properties=species:S:1:pos:R:3
O 1.748 0.514 -1.096
C 0.773 0.985 -0.530
O 0.255 2.169 -1.023
C -0.070 0.017 0.061
C 0.564 -1.105 0.657
N -0.467 -1.853 1.060
O -1.563 -1.179 0.827
N -1.260 0.073 0.235
H -0.672 2.457 -0.468
H 1.648 -1.407 0.612
```

Calculated values
Total charge: 0
2S+1: 1
Calculated total energy, a.u.: -450.625616
SMILES: O=C(O)c1cnon1
Gap between HOMO and LUMO, eV: 10.92
HOMO level, eV: -11.3

Taken from the Löwdin analysis, the atomic charges in e are: number 1, O, carries 0.128; number 2, C, carries -0.442; number 3, O, carries 0.057; number 4, C, carries -0.351; number 5, C, carries 0.001; number 6, N, carries 0.076; number 7, O, carries -0.044; number 8, N, carries 0.196; number 9, H, carries 0.224; number 10, H, carries 0.155



Looking at energy relative to the best compared isomer or geometry (same formula, charge and spin) for the records above, in order, we have 167.05 111.48 kcal per mole.